[1]
Density functional theory data (the ωB97M-V functional and the def2-TZVPD basis) for a molecular structure, C22H28N2O5S2 in a non-equilibrium geometry.

```
! RIJCOSX wB97M-V def2-TZVPD def2/J DEFGRID3
* xyz 0 1
C 5.6233 -5.0638 0.7451
C 4.1113 -5.3926 0.9847
O 3.0884 -4.8856 0.1101
C 2.9384 -3.5799 0.1665
C 3.4677 -2.7158 0.9966
C 3.0940 -1.3980 1.2111
C 2.3270 -0.8770 0.3047
C 1.6771 -1.9067 -0.8916
C 2.1066 -3.2364 -0.8445
H 1.7904 -3.7797 -1.5882
H 0.9168 -1.6117 -1.4526
N 1.7419 0.2422 0.1807
S 1.0788 1.1137 1.3372
O 0.8497 2.4734 1.3545
O 1.5934 0.5376 2.6029
C -0.6019 0.4399 1.5683
C -1.6429 1.4270 1.5428
C -2.9676 0.8576 1.5555
C -3.4385 -0.5403 1.2553
C -2.2003 -1.4065 1.3277
C -0.8985 -1.0078 1.2203
H -0.0457 -1.6718 1.4300
H -2.4305 -2.5056 1.1536
S -4.9291 -1.0212 1.3618
C -5.0593 -2.9963 0.6512
H -4.3919 -2.9052 -0.1525
H -4.3037 -3.2519 1.5318
H -6.0638 -3.1815 0.6803
H -3.7922 1.4994 1.6918
H -1.5258 2.4234 1.7660
C 1.4120 1.0369 -1.0438
H 2.1036 0.5459 -1.9461
C -0.0138 1.1191 -1.4119
O -0.3983 0.1835 -2.0401
N -0.5349 2.2579 -1.1725
H -0.3097 2.9194 -0.5129
C -2.0342 2.4332 -1.6797
H -2.4944 2.9727 -0.4211
H -2.4268 1.5243 -1.8306
C -2.0715 3.4427 -2.4800
C -1.2154 3.3215 -3.8152
H -0.9452 2.0613 -3.6261
H -1.7275 3.3445 -4.7674
C 0.1303 4.0762 -3.8369
H 0.4036 4.1402 -4.7948
H 0.7084 3.6938 -3.2879
C -0.5227 5.3930 -3.1188
H -1.0136 6.1259 -3.8649
H 0.0786 5.7455 -2.5826
O -1.4781 4.6611 -2.0599
H -3.1871 3.6738 -2.9157
H 1.8075 2.1048 -0.9473
H 3.1304 -0.6826 1.8557
H 4.0657 -2.9415 2.0426
H 4.0619 -6.4166 0.9670
H 3.9039 -5.1496 2.2778
H 5.9104 -5.4746 -0.4112
H 5.8442 -4.1051 0.8249
H 6.2313 -5.6542 1.4211
*
```

Its energy above the lowest of the compared OMol25 structures with the same formula, charge and spin is 1888.7 kJ/mol. The value obtained for the HOMO energy is -7.557 eV.

These are the natural (NBO) partial charges, in e, on atoms 1 to 5:
1 C -0.61
2 C -0.05
3 O -0.49
4 C 0.33
5 C -0.32

---

[2]
Density functional theory data (the ωB97M-V functional and the def2-TZVPD basis) for a molecular structure, C22H28N2SiW.

```
! RIJCOSX wB97M-V def2-TZVPD def2/J DEFGRID3
* xyz 2 3
W -0.2910 -0.5864 0.7398
N 1.9115 -0.5757 1.0303
C 2.6984 0.2969 0.0911
C 2.4818 1.7674 0.3832
C 1.0691 2.2442 0.1197
N 0.0786 1.5825 1.0368
H 2.1764 -0.3152 1.9828
H 2.2660 -1.5235 0.9110
H 2.3807 0.0475 -0.9225
H 3.7527 0.0390 0.1870
H 3.1546 2.3365 -0.2601
H 2.7861 1.9999 1.4098
H 0.7575 2.0203 -0.9001
H 0.9953 3.3228 0.2577
H -0.8119 2.0618 0.8749
H 0.3424 1.8134 1.9956
C -1.6778 0.0318 -0.6635
C -1.9292 1.4156 -1.1602
C -1.5001 1.7720 -2.4385
C -1.6904 3.0629 -2.9059
C -2.3166 4.0133 -2.1086
C -2.7732 3.6616 -0.8472
C -2.5855 2.3665 -0.3779
H -1.9524 -0.7212 -1.4036
H -2.3309 -0.1475 0.2625
H -1.0278 1.0293 -3.0715
H -1.3576 3.3279 -3.9007
H -2.4695 5.0169 -2.4810
H -3.2969 4.3843 -0.2359
H -3.0000 2.0844 0.5870
C -1.6393 -3.0069 -5.0625
C -1.9567 -3.8957 -4.0455
C -1.3940 -3.7394 -2.7874
C -0.5117 -2.6841 -2.5351
C -0.1935 -1.8016 -3.5741
C -0.7537 -1.9609 -4.8300
Si 0.2487 -2.4629 -0.8837
C -0.7694 -2.9231 0.6167
C -0.0905 -2.8338 1.8572
C -0.7794 -2.6086 3.0515
C -2.1793 -2.5316 3.0342
C -2.8720 -2.7052 1.8328
C -2.1730 -2.8548 0.6398
H -2.0758 -3.1342 -6.0440
H -2.6355 -4.7161 -4.2348
H -1.6356 -4.4557 -2.0097
H 0.5035 -0.9855 -3.4078
H -0.4980 -1.2784 -5.6294
H 1.6506 -2.8988 -0.6858
H 0.9788 -3.0161 1.8956
H -0.2407 -2.5500 3.9886
H -2.7217 -2.3742 3.9571
H -3.9537 -2.6859 1.8228
H -2.7221 -2.9036 -0.2941
*
```

Its energy above the lowest of the compared OMol25 structures with the same formula, charge and spin is 21.5 kJ/mol. The value obtained for the HOMO energy (alpha / beta) is -14.400 / -14.414 eV.

These are the natural (NBO) partial charges, in e, on atoms 1 to 5:
1 W 1.07
2 N -0.82
3 C -0.21
4 C -0.44
5 C -0.22

---

[3]
Density functional theory data (the ωB97M-V functional and the def2-TZVPD basis) for a molecular structure, C22H28N3O10P2S2Ti in a non-equilibrium geometry.

```
! RIJCOSX wB97M-V def2-TZVPD def2/J DEFGRID3
* xyz 0 2
Ti -0.8629 -0.3947 -0.3539
C 0.7623 -4.3454 -3.3375
C 0.2566 -3.6749 -2.0755
O 0.3739 -4.6011 -0.9891
P -1.4808 -3.1002 -2.1072
O -2.3684 -4.3588 -1.6992
O -1.6597 -3.1125 -3.6791
O -2.0405 -1.8379 -1.4835
P 1.4396 -2.2224 -1.7365
O 2.3398 -1.7695 -3.0241
O 0.4629 -1.0521 -1.5105
O 2.2304 -2.5921 -0.5169
H -0.0339 -4.9386 -3.7473
H 1.5457 -5.0393 -3.0643
H 1.1202 -3.6437 -4.1385
H 0.8377 -4.1127 -0.2848
H -2.5639 -4.3488 -0.7850
H -2.5176 -2.8038 -4.0718
H 3.3027 -1.9408 -2.9890
O 1.5999 0.1119 0.7634
C 2.4341 1.2767 0.9352
C 3.6193 1.3847 -0.0070
C 3.2584 1.7091 -1.4957
C 2.7055 3.0888 -1.8454
C 2.7540 4.2128 -1.0016
C 2.3377 5.4879 -1.4573
C 1.8046 5.5700 -2.7607
C 1.8494 4.4409 -3.5432
N 2.2324 3.2397 -3.0968
H 2.1139 -0.6889 0.3823
H 2.7838 1.3257 2.0249
H 1.7218 2.0680 0.6575
H 4.3198 0.5185 0.0178
H 4.2365 2.2373 0.3128
H 2.5552 0.9651 -1.9027
H 4.1844 1.5483 -2.0767
H 3.1573 4.1343 0.0029
H 2.5444 6.3928 -0.8972
H 1.3688 6.4690 -3.1236
H 1.5427 4.5071 -4.6219
O 1.3149 -2.4292 7.6535
C 0.4648 -1.4740 7.1416
O -0.0100 -0.6464 7.8851
C 0.1038 -1.5757 5.5984
C -0.6902 -0.5896 5.0767
C -1.1765 -0.6178 3.7960
C -0.6577 -1.6080 2.9137
S -1.2581 -1.8857 1.3114
C 0.2410 -2.5968 3.4590
C 0.4828 -2.6577 4.8320
H 1.6716 -3.0485 7.0103
H -0.9450 0.2533 5.7521
H -1.6996 0.2075 3.3260
H 0.6751 -3.3573 2.8523
H 0.9452 -3.5524 5.2525
C -5.6688 3.4210 -0.5366
C -4.5992 2.3749 -0.6323
C -4.9019 1.1268 -1.2093
C -3.8255 0.2603 -1.4071
N -2.6400 0.5855 -0.8124
C -2.4662 1.7939 -0.2497
S -0.9181 1.9263 0.5007
N -3.3919 2.7094 -0.1318
H -6.3332 3.3116 -1.3967
H -5.1767 4.4032 -0.4344
H -6.1865 3.2890 0.4242
H -5.8887 0.8638 -1.5661
H -3.7333 -0.5980 -2.0828
*
```

Its energy above the lowest of the compared OMol25 structures with the same formula, charge and spin is 0.0 kJ/mol. The value obtained for the HOMO energy (alpha / beta) is -7.084 / -8.219 eV.

These are the natural (NBO) partial charges, in e, on atoms 1 to 5:
1 Ti 1.35
2 C -0.64
3 C -0.44
4 O -0.71
5 P 2.39

---

[4]
Density functional theory data (the ωB97M-V functional and the def2-TZVPD basis) for a molecular structure, C22H28N4O3PRbTe.

```
! RIJCOSX wB97M-V def2-TZVPD def2/J DEFGRID3
* xyz 0 1
Rb -1.0664 -0.6275 0.9151
C 2.5851 -2.5507 0.5622
N 2.1051 -1.3727 1.2693
C 2.4076 -1.4461 2.6912
C 1.8311 -0.3179 3.5171
C 2.6010 0.3040 4.4913
C 2.0246 1.2934 5.2732
C 0.7040 1.6393 5.0473
C 0.0153 0.9742 4.0422
N 0.5597 0.0165 3.2980
C 2.6144 -0.1331 0.6959
C 2.3034 0.0338 -0.7707
C 3.3179 0.2195 -1.6998
C 2.9828 0.4100 -3.0331
C 1.6471 0.4079 -3.3892
C 0.7006 0.2100 -2.3911
N 1.0140 0.0231 -1.1158
C 1.6229 -3.1864 -0.4244
C 2.1369 -3.9415 -1.4745
C 1.2622 -4.6144 -2.3087
C -0.1007 -4.5055 -2.0770
C -0.5190 -3.7114 -1.0220
N 0.3176 -3.0681 -0.2085
H 2.8327 -3.3243 1.2956
H 3.5286 -2.3376 0.0384
H 3.4974 -1.4738 2.8729
H 2.0022 -2.3870 3.0724
H 3.6345 0.0159 4.6304
H 2.6018 1.7918 6.0410
H 0.2068 2.4078 5.6217
H -1.0143 1.2295 3.8141
H 3.7082 -0.0550 0.8347
H 2.1627 0.7027 1.2355
H 4.3505 0.2172 -1.3760
H 3.7542 0.5600 -3.7773
H 1.3290 0.5575 -4.4114
H -0.3589 0.2112 -2.6231
H 3.2066 -3.9979 -1.6306
H 1.6353 -5.2119 -3.1306
H -0.8276 -5.0076 -2.6994
H -1.5776 -3.5724 -0.8238
C -3.7867 4.5628 1.1740
C -3.8909 3.9518 -0.2023
O -4.4399 2.6197 -0.1226
P -3.4178 1.3839 -0.0541
O -2.2341 1.6657 0.8110
Te -4.6566 -0.6184 0.3984
O -2.8230 1.2651 -1.5615
C -3.7255 1.1987 -2.6751
C -2.9662 0.6718 -3.8684
H -3.4253 5.5912 1.1055
H -3.0962 3.9884 1.7886
H -4.7651 4.5767 1.6539
H -2.9199 3.9117 -0.7025
H -4.5821 4.5074 -0.8381
H -4.1214 2.2016 -2.8532
H -4.5552 0.5364 -2.4084
H -2.1136 1.3113 -4.1027
H -3.6124 0.6311 -4.7463
H -2.6076 -0.3390 -3.6684
*
```

The value obtained for the HOMO energy is -6.435 eV.

These are the natural (NBO) partial charges, in e, on atoms 1 to 5:
1 Rb 0.91
2 C -0.25
3 N -0.43
4 C -0.24
5 C 0.21